49
Properties=species:S:1:pos:R:3:forces:R:3:mulliken_spin:R:1 method="wB97M-V/def2-TZVPD" e_above_lowest_kj_mol=92.5 multiplicity=5 orbital_gap_ev="6.10 / 4.25" energy_ev=-50250.7266 charge=+2 homo_energy_ev="-12.76 / -14.20"
Os -1.9081 -1.9616 -0.9057 -0.143 0.195 0.190 1.9516
S -1.5273 -1.8457 1.3506 0.009 -0.125 -0.098 0.4343
C -1.6869 -0.0997 1.5848 0.071 0.073 0.139 0.0453
C -1.3485 0.4278 2.8369 -0.011 -0.136 -0.076 -0.0139
C -1.4809 1.7797 3.0900 -0.019 0.122 -0.025 0.0234
C -1.9464 2.6374 2.0928 0.052 -0.026 0.096 0.0073
C -2.2658 2.1329 0.8475 -0.001 -0.074 -0.109 0.0000
C -2.1360 0.7636 0.5800 -0.004 0.142 0.009 0.0321
S -2.5945 0.1936 -1.0273 0.071 -0.276 -0.097 0.4812
H -1.0120 -0.2437 3.6175 -0.004 0.005 -0.007 -0.0006
H -1.2489 2.1653 4.0742 -0.001 0.002 -0.007 0.0004
H -2.0823 3.6911 2.2985 0.009 -0.011 0.000 0.0007
H -2.6489 2.7879 0.0738 0.007 -0.013 0.002 0.0007
C 1.7613 3.1462 -1.6680 -0.089 0.001 0.057 0.1058
C 1.4054 2.4210 -0.3486 0.110 0.024 -0.041 -0.0531
N 2.5870 1.7509 0.1441 -0.118 -0.310 -0.083 0.6944
C 3.4303 2.4323 1.0971 -0.128 -0.060 -0.024 -0.0200
C 2.9479 2.0700 2.5253 0.068 0.032 -0.037 0.1156
C 3.0099 0.4260 -0.3272 0.264 0.320 0.221 -0.0536
O 4.1100 0.0770 -0.0174 -0.106 -0.032 -0.125 0.1713
C 2.0961 -0.3889 -1.1745 -0.059 0.066 0.133 0.0014
C 2.6014 -0.9552 -2.3413 0.043 -0.048 -0.030 0.0080
C 1.7893 -1.8089 -3.0640 0.030 -0.030 -0.039 -0.0138
C 0.5201 -2.0797 -2.5947 -0.085 0.019 0.099 -0.0230
N 0.0440 -1.5514 -1.4520 0.206 0.182 -0.038 -0.0007
C 0.8238 -0.7162 -0.7471 -0.047 -0.147 -0.120 0.0069
H 0.8495 3.6199 -2.0290 0.029 0.022 -0.015 0.0024
H 2.1132 2.4447 -2.4236 -0.013 -0.005 0.007 -0.0011
H 2.5185 3.9101 -1.5022 0.001 -0.005 -0.002 -0.0041
H 0.6083 1.7018 -0.5212 0.001 0.014 -0.012 0.0301
H 1.0913 3.1307 0.4150 -0.027 0.038 -0.020 0.0163
H 3.3222 3.5010 0.9140 0.007 0.008 0.040 0.0139
H 4.4571 2.1076 0.9574 0.028 0.005 -0.001 0.0142
H 1.8896 2.2909 2.6563 -0.010 0.018 -0.003 -0.0069
H 3.5264 2.6801 3.2171 -0.008 -0.026 0.015 0.0002
H 3.1383 1.0190 2.7338 -0.006 0.002 0.002 -0.0040
H 3.6103 -0.7384 -2.6695 -0.003 0.007 0.024 -0.0012
H 2.1313 -2.2708 -3.9788 -0.003 0.008 -0.002 0.0002
H -0.1490 -2.7380 -3.1353 -0.006 0.007 -0.023 0.0083
H 0.4039 -0.3515 0.1807 0.003 0.027 0.011 0.0267
C -3.0084 -4.9241 -0.8897 0.099 -0.007 -0.009 0.0059
C -4.0762 -4.0501 -0.2883 -0.045 0.055 -0.008 0.0010
O -3.8517 -2.6803 -0.7846 -0.097 -0.088 -0.093 -0.0103
H -3.0043 -5.8967 -0.3989 -0.048 -0.014 -0.029 0.0010
H -2.0033 -4.5053 -0.7073 -0.020 0.010 0.036 -0.0070
H -3.1507 -5.0714 -1.9589 -0.015 0.024 0.006 0.0000
H -4.0306 -4.0225 0.7993 0.038 0.029 0.011 -0.0002
H -5.0724 -4.3363 -0.6159 -0.015 -0.026 0.029 -0.0016
H -4.5534 -2.0722 -0.5157 -0.017 0.001 0.042 0.0148